Entry 1:
{"formula": "C13H19BrPdSi", "method": "ωB97M-V/def2-TZVPD", "total_charge": -2, "spin_multiplicity": 3, "homo_energy_ev": [2.5, 0.7], "lumo_ev": [5.99, 5.71], "s2": 2.011, "elements": ["C", "C", "C", "H", "C", "C", "H", "H", "H", "H", "Pd", "Br", "C", "C", "C", "H", "C", "C", "H", "H", "H", "H", "C", "Si", "C", "C", "H", "H", "H", "H", "H", "H", "H", "H", "H"], "positions_angstrom": [[-0.21, 2.56, -0.60], [0.42, 2.10, 0.59], [1.40, 1.12, 0.22], [0.13, 2.36, 1.60], [1.41, 1.03, -1.22], [0.40, 1.89, -1.71], [0.12, 2.02, -2.75], [-1.03, 3.27, -0.65], [2.13, 0.69, 0.91], [2.00, 0.33, -1.80], [-0.40, 0.50, -0.42], [-1.56, -0.59, 1.96], [-2.61, -0.63, -1.33], [-2.28, -0.05, -2.61], [-2.54, 1.35, -2.53], [-1.99, -0.60, -3.50], [-3.03, 1.65, -1.23], [-3.15, 0.43, -0.50], [-3.62, 0.31, 0.47], [-2.57, -1.69, -1.07], [-2.48, 2.05, -3.36], [-3.36, 2.62, -0.87], [0.49, -2.74, 0.73], [1.47, -1.23, 1.28], [1.44, -0.78, 3.08], [3.27, -1.60, 0.82], [-0.60, -2.60, 0.82], [0.78, -3.59, 1.37], [0.73, -3.01, -0.31], [1.83, -1.63, 3.65], [2.08, 0.09, 3.29], [0.43, -0.54, 3.43], [3.54, -2.56, 1.28], [3.42, -1.69, -0.27], [3.95, -0.83, 1.21]]}

***

Entry 2:
{"formula": "C13H19Cl16O4P", "method": "ωB97M-V/def2-TZVPD", "total_charge": 0, "homo_energy_ev": -8.4, "lumo_ev": 0.01, "smiles": "CC(=O)OCCCCCCPCOO.ClC(Cl)(Cl)Cl.ClC(Cl)(Cl)Cl.ClC(Cl)(Cl)Cl.ClC(Cl)(Cl)Cl", "elements": ["C", "C", "O", "O", "C", "C", "C", "C", "C", "C", "P", "C", "O", "O", "H", "H", "H", "H", "H", "H", "H", "H", "H", "H", "H", "H", "H", "H", "H", "H", "H", "H", "H", "Cl", "C", "Cl", "Cl", "Cl", "Cl", "C", "Cl", "Cl", "Cl", "Cl", "C", "Cl", "Cl", "Cl", "Cl", "C", "Cl", "Cl", "Cl"], "positions_angstrom": [[4.37, 2.70, 1.84], [3.35, 1.58, 2.33], [3.18, 1.46, 3.57], [2.57, 0.74, 1.49], [3.35, 0.11, 0.45], [2.73, 0.37, -1.03], [1.34, 1.17, -0.98], [1.49, 2.75, -0.67], [0.56, 3.08, 0.61], [-0.95, 3.46, 0.18], [-2.10, 1.97, -0.03], [-1.84, 0.70, 1.37], [-2.63, -0.48, 0.97], [-2.06, -1.63, 1.45], [4.22, 3.71, 2.33], [4.34, 2.73, 0.70], [5.44, 2.37, 2.11], [3.32, -1.03, 0.60], [4.46, 0.39, 0.44], [2.48, -0.66, -1.48], [3.50, 0.84, -1.74], [0.64, 0.68, -0.21], [0.83, 1.10, -2.02], [2.57, 3.04, -0.43], [1.14, 3.40, -1.55], [1.08, 3.93, 1.20], [0.48, 2.20, 1.34], [-1.33, 4.19, 1.00], [-0.90, 3.98, -0.85], [-1.68, 1.33, -1.26], [-2.31, 1.04, 2.36], [-0.73, 0.42, 1.53], [-2.05, -1.60, 2.44], [-1.08, -4.57, 3.34], [-2.24, -4.02, 4.57], [-2.02, -2.28, 4.86], [-3.89, -4.32, 4.00], [-1.96, -4.91, 6.09], [-6.41, -3.16, -1.45], [-5.67, -3.44, 0.13], [-4.44, -2.20, 0.45], [-6.92, -3.36, 1.39], [-4.91, -5.05, 0.15], [3.97, -2.09, -3.37], [3.32, -1.66, -4.97], [2.28, -2.97, -5.55], [2.38, -0.16, -4.85], [4.67, -1.43, -6.11], [-2.55, -1.25, -1.73], [-3.18, -0.88, -3.35], [-4.25, -2.20, -3.89], [-4.10, 0.64, -3.29], [-1.83, -0.72, -4.49]]}

***

Entry 3:
{"formula": "C13H19F4N4PtS", "method": "ωB97M-V/def2-TZVPD", "total_charge": 1, "spin_multiplicity": 3, "homo_energy_ev": [-10.7, -11.7], "lumo_ev": [-2.41, -4.95], "s2": 2.032, "elements": ["Pt", "C", "C", "N", "C", "C", "C", "C", "N", "C", "C", "F", "C", "F", "C", "C", "F", "C", "F", "H", "H", "H", "H", "H", "H", "H", "H", "H", "H", "H", "H", "H", "H", "H", "N", "C", "N", "S", "H", "H", "H", "H"], "positions_angstrom": [[-0.59, -0.11, 0.70], [-2.31, -2.78, 1.23], [-1.30, -3.09, 0.13], [-0.69, -1.89, -0.51], [-1.38, -1.59, -1.81], [-2.84, -1.24, -1.67], [0.75, -2.16, -0.78], [1.48, -0.93, -1.30], [0.93, 0.28, -0.70], [1.37, 1.51, -1.11], [0.49, 2.61, -1.12], [-0.80, 2.43, -0.84], [0.91, 3.87, -1.49], [0.02, 4.86, -1.49], [2.21, 4.11, -1.86], [3.10, 3.05, -1.87], [4.37, 3.24, -2.22], [2.70, 1.78, -1.52], [3.61, 0.81, -1.50], [-2.75, -3.71, 1.58], [-3.10, -2.12, 0.89], [-1.81, -2.30, 2.07], [-1.76, -3.70, -0.65], [-0.49, -3.68, 0.56], [-1.25, -2.46, -2.46], [-0.85, -0.75, -2.27], [-3.44, -2.08, -1.33], [-3.22, -0.93, -2.64], [-2.98, -0.40, -0.98], [0.86, -2.98, -1.48], [1.19, -2.46, 0.17], [1.43, -0.83, -2.39], [2.54, -1.04, -1.06], [2.54, 5.10, -2.15], [-0.31, 0.11, 4.14], [0.02, 1.27, 3.59], [0.77, 2.12, 4.29], [-0.54, 1.77, 2.05], [0.01, -0.17, 5.05], [-0.95, -0.49, 3.64], [1.02, 1.97, 5.25], [1.05, 2.99, 3.86]]}

***

Entry 4:
{"formula": "C13H19F9N5O5S", "method": "ωB97M-V/def2-TZVPD", "total_charge": 1, "homo_energy_ev": -10.6, "lumo_ev": -4.33, "elements": ["N", "C", "O", "C", "C", "N", "C", "N", "C", "N", "N", "S", "O", "O", "C", "F", "F", "C", "F", "F", "C", "F", "F", "C", "F", "F", "F", "H", "H", "H", "H", "H", "H", "H", "H", "H", "C", "O", "C", "C", "O", "C", "H", "H", "H", "H", "H", "H", "H", "H", "H", "H"], "positions_angstrom": [[-0.09, -1.46, -0.24], [0.04, -0.69, 0.96], [-0.73, -0.86, 1.86], [1.16, 0.39, 1.14], [0.39, 1.75, 1.24], [1.26, 2.92, 0.98], [2.52, 2.93, 1.38], [3.06, 4.13, 1.04], [2.07, 4.81, 0.43], [2.30, 6.04, 0.02], [0.90, 4.07, 0.37], [-0.59, 4.57, -0.27], [-1.57, 4.35, 0.74], [-0.57, 5.96, -0.59], [-1.05, 3.66, -1.83], [-1.65, 2.49, -1.55], [-2.00, 4.40, -2.39], [0.11, 3.53, -2.89], [0.98, 4.54, -2.68], [-0.44, 3.74, -4.09], [0.79, 2.11, -2.95], [0.90, 1.52, -1.74], [0.08, 1.38, -3.82], [2.24, 2.17, -3.55], [2.65, 0.90, -3.63], [3.07, 2.76, -2.67], [2.28, 2.73, -4.73], [-0.85, -1.06, -0.80], [0.76, -1.29, -0.78], [1.70, 0.16, 2.07], [1.81, 0.34, 0.25], [-0.04, 1.79, 2.25], [-0.45, 1.69, 0.51], [3.03, 2.13, 1.92], [1.61, 6.76, -0.13], [3.28, 6.29, -0.10], [-2.81, -7.19, 0.67], [-3.20, -5.89, 1.07], [-2.90, -5.61, 2.43], [-1.65, -4.77, 2.56], [-0.49, -5.48, 2.13], [-0.08, -5.12, 0.83], [-2.84, -7.24, -0.42], [-1.80, -7.43, 1.00], [-3.51, -7.93, 1.08], [-2.81, -6.54, 3.00], [-3.75, -5.04, 2.84], [-1.50, -4.52, 3.62], [-1.75, -3.83, 2.01], [0.42, -4.15, 0.85], [-0.92, -5.08, 0.13], [0.63, -5.87, 0.48]]}

***

Entry 5:
{"formula": "C13H19IN5OY", "method": "ωB97M-V/def2-TZVPD", "total_charge": -2, "homo_energy_ev": [2.4, 2.5], "lumo_ev": [4.97, 4.98], "elements": ["C", "I", "H", "H", "H", "C", "C", "N", "C", "N", "H", "H", "C", "C", "N", "H", "N", "H", "Y", "C", "O", "C", "C", "H", "H", "H", "C", "H", "H", "H", "C", "H", "H", "H", "C", "H", "H", "H", "N", "C"], "positions_angstrom": [[-0.22, 0.43, -3.38], [2.00, -0.49, -1.98], [-1.23, 0.01, -3.16], [0.09, -0.01, -4.34], [-0.22, 1.52, -3.54], [-1.19, 2.98, 1.65], [-2.16, 2.88, 0.71], [-1.55, 2.29, -0.38], [-0.28, 1.90, -0.11], [-0.01, 2.49, 1.11], [-1.31, 3.35, 2.65], [-3.20, 3.20, 0.63], [2.11, -3.32, 0.96], [0.40, -1.88, 0.74], [1.56, -2.11, 1.38], [1.28, -4.82, -0.43], [0.16, -3.00, -0.01], [3.04, -3.71, 1.35], [-0.48, -0.44, -0.86], [0.56, 1.80, -1.47], [0.97, 2.78, -2.04], [1.24, -3.89, 0.09], [-0.94, -3.11, -0.96], [-1.90, -2.86, -0.48], [-0.98, -4.13, -1.35], [-0.76, -2.47, -1.86], [2.24, -1.12, 2.19], [3.08, -1.60, 2.72], [1.51, -0.72, 2.92], [2.64, -0.29, 1.57], [1.07, 2.14, 2.01], [1.26, 2.92, 2.77], [2.00, 1.96, 1.47], [0.83, 1.20, 2.55], [-2.24, 1.85, -1.57], [-1.53, 1.73, -2.41], [-2.99, 2.55, -1.96], [-2.73, 0.83, -1.46], [-1.14, -0.42, 2.72], [-0.97, -0.42, 1.55]]}

***

Entry 6:
{"formula": "C13H19N3O6S", "method": "ωB97M-V/def2-TZVPD", "total_charge": 0, "homo_energy_ev": -9.3, "lumo_ev": -0.10, "smiles": "COC(=O)C1CCN(S(=O)(=O)c2cn(C)c(=O)n(C)c2=O)CC1", "relative_energy_kj_mol": 992.4, "elements": ["C", "O", "C", "O", "C", "C", "C", "N", "S", "O", "O", "C", "C", "N", "C", "C", "O", "N", "C", "C", "O", "C", "C", "H", "H", "H", "H", "H", "H", "H", "H", "H", "H", "H", "H", "H", "H", "H", "H", "H", "H", "H"], "positions_angstrom": [[-6.61, -1.39, 0.13], [-5.75, -0.47, 0.05], [-4.52, -0.65, 0.18], [-4.13, -1.80, 0.11], [-3.67, 0.72, 0.17], [-2.65, 0.58, 1.30], [-1.44, -0.45, 0.97], [-0.95, 0.16, -0.27], [0.14, 1.30, -0.31], [0.28, 1.71, -1.58], [0.11, 2.04, 1.04], [1.73, 0.21, -0.22], [1.68, -1.14, -0.10], [2.93, -2.00, -0.11], [2.86, -3.46, -0.30], [4.09, -1.27, 0.12], [5.26, -1.76, 0.04], [4.08, 0.19, 0.28], [5.40, 0.90, 0.41], [2.93, 0.96, 0.01], [2.95, 2.26, 0.34], [-1.89, 0.03, -1.49], [-2.93, 1.10, -1.02], [-7.51, -1.00, 0.15], [-6.31, -2.05, 0.79], [-6.47, -1.88, -0.96], [-4.49, 1.57, 0.80], [-2.26, 1.66, 1.68], [-2.98, 0.12, 2.48], [-0.68, -0.37, 1.99], [-1.89, -1.38, 0.89], [0.85, -1.54, -0.44], [3.91, -3.48, -0.24], [2.37, -3.58, -1.16], [2.27, -3.75, 0.56], [5.99, 0.61, -0.32], [5.23, 2.02, 0.19], [5.95, 0.42, 1.25], [-1.27, 0.58, -2.22], [-2.25, -0.93, -1.69], [-3.71, 0.97, -1.87], [-2.54, 1.98, -0.93]]}